The following is a DFT calculation (ωB97M-V/def2-TZVPD) of C5H9O3Tl as an isolated structure at a distorted geometry.

Element x y z (Å)
O (-0.187, -0.298, -1.508)
Tl (0.304, -2.435, -2.796)
O (0.181, -2.252, -0.650)
C (-0.094, -1.054, -0.339)
C (-0.441, 1.096, -1.429)
C (-0.558, 1.654, -2.829)
H (-1.369, 1.269, -0.862)
H (0.385, 1.574, -0.884)
H (-1.493, 1.327, -3.305)
H (-0.563, 2.752, -2.786)
H (0.292, 1.337, -3.448)
O (-0.886, -0.709, 0.602)
C (0.792, -0.440, 2.798)
C (0.526, -1.044, 3.956)
H (1.103, -0.943, 1.718)
H (1.264, 0.546, 2.773)
H (-0.488, -1.371, 4.201)
H (1.232, -1.010, 4.787)

Output
* LUMO level (spin up / spin down): 3.04 / 3.10 eV
* HOMO-LUMO gap (spin up / spin down): 3.5 / 8.0 eV
* expectation value of S²: 0.7535
* charge: -1
* highest occupied orbital energy (spin up / spin down): -0.440 / -4.879 eV
* multiplicity: 2
* energy relative to the best compared isomer or geometry (same formula, charge and spin): 27.9 kcal per mole